1.
Entry from OMol25: 12 unconnected molecules or ions with the total composition H24O12 (the ωB97M-V functional and the def2-TZVPD basis).

Structure (SMILES): O.O.O.O.O.O.O.O.O.O.O.O
LUMO energy (Eh): -0.001
Kohn-Sham gap (eV): 10.71

Geometry (Å):
1 O -7.45 -11.07 6.39
2 H -6.67 -11.41 6.79
3 H -8.13 -11.08 7.11
4 O -8.31 -10.66 3.98
5 H -8.02 -10.76 4.93
6 H -7.86 -11.38 3.52
7 O -6.30 -8.92 3.55
8 H -6.98 -9.54 3.35
9 H -5.95 -8.58 2.75
10 O -4.56 -10.03 5.56
11 H -3.94 -9.33 5.76
12 H -5.40 -9.61 5.38
13 O -10.35 -10.05 5.72
14 H -9.69 -10.03 5.03
15 H -11.17 -10.02 5.25
16 O -7.14 -12.90 2.98
17 H -6.53 -12.76 3.74
18 H -6.60 -13.33 2.27
19 O -7.59 -13.82 6.33
20 H -7.94 -14.31 5.60
21 H -7.80 -12.92 6.00
22 O -8.99 -12.21 0.75
23 H -8.64 -11.34 0.72
24 H -8.63 -12.66 -0.01
25 O -10.52 -12.65 3.55
26 H -10.58 -12.54 4.49
27 H -9.98 -11.88 3.35
28 O -8.29 -9.59 1.50
29 H -8.84 -9.97 2.17
30 H -8.85 -9.19 0.84
31 O -6.50 -8.57 7.80
32 H -6.09 -7.95 7.23
33 H -6.97 -9.16 7.21
34 O -8.14 -7.87 5.62
35 H -7.57 -8.14 4.93
36 H -8.93 -7.62 5.19



2.
Entry from OMol25: 2 unconnected molecules or ions with the total composition C5H11N (the ωB97M-V functional and the def2-TZVPD basis).

LUMO energy (alpha / beta) (Eh): 0.036 / 0.036
Kohn-Sham gap (alpha / beta) (eV): 8.11 / 8.11

Geometry (Å):
1 C -1.98 0.39 -1.09
2 C -1.36 0.10 0.24
3 N -0.55 -0.88 0.42
4 C 0.34 -1.72 -0.37
5 C 0.30 -1.66 1.11
6 C 1.87 1.33 0.60
7 H -1.93 1.46 -1.33
8 H -1.47 -0.16 -1.89
9 H -3.04 0.10 -1.11
10 H 0.84 1.15 0.29
11 H -1.62 0.69 1.11
12 H -0.11 -2.57 -0.88
13 H 1.04 -1.14 -0.98
14 H 1.05 -1.24 1.78
15 H 2.52 0.54 0.20
16 H 1.93 1.32 1.69
17 H 2.19 2.30 0.22



3.
Entry from OMol25: 9 unconnected molecules or ions with the total composition C6H32N2O8 (the ωB97M-V functional and the def2-TZVPD basis).

Structure (SMILES): CC(C)CCNCN.O.O.O.O.O.O.O.O
LUMO energy (Eh): 0.009
Kohn-Sham gap (eV): 8.91

Geometry (Å):
1 C -3.11 -0.07 1.20
2 N -3.28 1.08 0.27
3 C -2.63 2.31 0.76
4 N -1.66 2.73 -0.33
5 C -1.68 -0.59 1.09
6 C -1.55 -2.06 1.63
7 C -1.11 -2.94 0.44
8 C -0.42 -2.12 2.67
9 H -3.89 -0.80 1.01
10 H -3.29 0.32 2.20
11 H -2.88 0.78 -0.59
12 H -2.12 2.21 1.71
13 H -3.40 3.08 0.74
14 H -1.79 3.71 -0.53
15 H -1.99 2.19 -1.12
16 H -1.10 0.11 1.71
17 H -1.23 -0.49 0.11
18 H -2.49 -2.27 2.10
19 H -1.79 -3.79 0.25
20 H -1.14 -2.46 -0.53
21 H -0.16 -3.43 0.60
22 H -0.59 -1.58 3.60
23 H 0.52 -2.12 2.13
24 H -0.40 -3.17 3.04
25 H 3.76 1.92 -0.85
26 H 2.66 1.06 -0.16
27 O 3.61 1.28 -0.17
28 H -0.35 -0.42 -3.21
29 H -0.54 1.04 -3.32
30 O -0.67 0.33 -2.67
31 H 4.49 -1.93 0.27
32 H 4.80 -0.48 0.14
33 O 4.70 -1.27 -0.41
34 H 2.12 1.71 -2.97
35 H 1.87 3.22 -3.27
36 O 1.54 2.45 -2.81
37 H 0.15 1.26 0.45
38 H 0.72 1.54 -0.88
39 O 0.89 1.00 -0.09
40 H 1.43 2.93 2.67
41 H 2.34 2.49 3.80
42 O 2.23 3.18 3.14
43 H 1.02 -2.31 -3.26
44 H -0.40 -2.47 -3.61
45 O 0.36 -2.01 -3.92
46 H 1.72 -1.08 -0.92
47 H 2.80 -2.13 -0.84
48 O 1.93 -1.97 -1.23



4.
Entry from OMol25: a single CH4N2S3 molecule (the ωB97M-V functional and the def2-TZVPD basis).

Structure (SMILES): NSC(=S)NS
LUMO energy (Eh): 0.008
Kohn-Sham gap (eV): 8.41

Geometry (Å):
1 C -1.17 1.55 0.07
2 N 0.49 -0.45 -0.99
3 N -0.54 0.79 0.89
4 S -1.91 2.90 -0.10
5 S -0.73 0.57 2.53
6 S -0.45 0.62 -1.85
7 H 0.30 -1.43 -1.25
8 H 1.54 -0.28 -1.29
9 H 0.05 -0.05 0.40
10 H -0.04 1.63 2.93



Sequential calculated total energy output: -917.2533, -251.7175, -959.1865, -1344.4920 Ha
Sequential relative energy (zero: lowest compared OMol25 entry of this formula, charge and spin) output: 45.21, 91.00, 53.50, 36.65 kcal/mol